The following is a DFT calculation (ωB97M-V with the def2-TZVPD basis set) of a molecular structure, C11H11N3O5Ti.

```
31
Properties=species:S:1:pos:R:3:forces:R:3
Ti -0.4171 0.5186 -0.0940 2.5 -0.7 0.8
O -0.6554 3.5389 -1.3419 -0.1 -6.1 2.9
O 1.2384 1.0467 0.9860 -0.1 -1.4 -0.7
O -1.9515 0.8613 2.7792 2.0 0.2 -5.6
O -2.5066 -1.9485 0.0626 3.2 3.4 0.0
O -1.1927 -0.1927 -3.1662 1.7 1.0 4.4
N 1.1712 -2.8649 -1.2415 0.5 0.3 0.3
N 1.3075 -0.8882 -0.1252 0.6 -0.8 0.1
N 3.1073 -0.2466 1.2724 0.0 -0.4 -0.1
C 3.1491 -2.4167 0.2142 1.0 0.6 0.4
C -5.0093 1.5565 -1.7780 0.2 0.2 0.5
C 1.9181 -2.0837 -0.4341 -1.6 0.1 0.1
C -0.8387 0.0702 -2.0918 -2.2 -1.1 -5.7
C 3.5633 0.9224 2.0681 0.5 0.3 0.4
C 1.9062 -0.0559 0.7289 -0.9 1.6 -0.1
C 3.7393 -1.4670 1.0440 -1.1 0.1 -0.5
C -5.1901 1.9513 -0.5015 0.6 -0.3 -0.3
C -1.7391 -1.0765 0.0395 -4.3 -4.3 0.0
C -1.5285 0.8796 1.6876 -2.6 0.4 6.3
C -0.6650 2.4690 -0.8450 -0.4 7.3 -3.1
H 1.4850 -3.7525 -1.6411 -0.1 0.5 0.4
H 3.6527 -3.3828 0.0629 -0.4 0.6 0.0
H 0.2217 -2.5410 -1.4681 1.0 -0.4 0.0
H 3.5414 0.6927 3.1445 0.4 0.0 -0.5
H -5.1777 0.5167 -2.1153 -0.1 0.7 0.3
H 2.8234 1.7137 1.8905 0.6 -0.4 0.2
H -5.5345 1.2648 0.2869 0.1 0.3 -0.5
H -4.6716 2.2616 -2.5583 -0.2 -0.4 0.5
H -4.9469 2.9679 -0.1467 -0.3 -0.5 -0.5
H 4.5267 1.2800 1.6877 -0.1 -0.4 0.4
H 4.6733 -1.5949 1.5939 -0.2 -0.2 -0.3
```
Forces are in eV/Å.

spin multiplicity	3
LUMO (alpha / beta)	-8.648 / -9.474	eV
E_HOMO (alpha / beta)	-14.94 / -14.94	eV
expectation value of S²	2.0094
E	-1815.12049	Eh
total charge	+2
molar mass	313.09	Da


The following is a DFT calculation (ωB97M-V with the def2-TZVPD basis set) of 4 unconnected molecules or ions with the total composition C3H14NO4.

```
22
Properties=species:S:1:pos:R:3:forces:R:3
O 1.1751 -2.2737 -2.6620 0.4 -0.6 -0.6
O -0.3081 0.0547 1.4687 -0.3 -0.3 -0.3
O -0.3139 -0.1735 4.2011 -0.4 0.1 0.0
O -2.7956 -0.2596 1.8438 -1.2 -0.1 0.2
N 0.1088 -0.2939 -0.8768 0.1 -1.2 1.0
C 0.6054 1.0747 -0.8419 -0.6 0.3 -0.4
C 0.9683 1.5051 -2.2537 0.5 0.0 -0.8
C 0.0137 -0.8653 0.5112 0.6 0.8 0.7
H -2.9961 0.1359 2.7138 0.7 -0.3 -0.8
H -0.8423 -0.4199 -1.2138 0.1 1.0 -0.4
H -0.7579 -1.6548 0.4609 0.3 -0.3 -0.2
H 1.6596 -1.4378 -2.6935 -0.5 -0.2 0.3
H 0.5884 -2.1888 -1.9019 0.2 0.6 0.1
H 0.0712 1.3636 -2.8605 0.1 0.4 -0.3
H 1.4179 2.4961 -2.3893 -0.8 0.4 0.5
H -0.1777 1.7121 -0.4201 0.1 0.3 -0.2
H -0.4972 -0.2895 3.2327 0.5 0.0 -0.1
H 1.0174 -1.2991 0.7314 -0.3 -0.2 -0.1
H 1.7625 0.9434 -2.7711 -0.3 -0.7 0.6
H -0.3014 0.7864 4.2785 0.1 -0.1 0.0
H -1.8204 -0.1284 1.5795 0.2 0.5 0.8
H 1.4221 1.2122 -0.1368 0.2 -0.6 0.0
```
Forces are in eV/Å.

LUMO	3.612	eV
E_HOMO	-4.24	eV
E	-478.43670	Eh
total charge	-1
molar mass	128.15	Da


The following is a DFT calculation (ωB97M-V with the def2-TZVPD basis set) of 2 unconnected molecules or ions with the total composition C7H13NO.

```
22
Properties=species:S:1:pos:R:3:forces:R:3
O -0.3321 -0.2977 -1.6904 0.0 -0.7 0.1
N -1.5602 -0.7534 -2.2626 -0.1 0.6 0.1
C 0.8085 0.9100 -0.0150 0.4 1.1 -0.5
C 0.9352 1.9244 0.8501 -0.1 -0.8 -0.1
C 2.0230 0.2835 -0.6369 0.1 0.3 -0.7
C -1.6698 1.1433 -0.3317 0.8 -0.8 0.1
C -0.6378 -1.7728 1.2799 0.0 -0.3 0.3
C -0.4941 0.5501 -0.6112 -1.4 1.3 -0.6
C 0.2160 -1.2115 2.1273 -0.5 -0.6 0.2
H 1.9214 0.2407 -1.7466 0.1 0.1 0.8
H 2.1241 -0.7314 -0.3029 0.2 -0.7 0.1
H 1.9012 2.1849 1.2492 0.2 0.1 -0.1
H -1.5878 -1.7447 -2.0833 0.2 -0.3 0.0
H -1.7493 1.8682 0.4552 0.1 0.1 0.2
H -2.5670 0.8306 -0.8245 -0.2 0.0 -0.2
H 2.9310 0.8405 -0.3776 -0.2 -0.2 0.0
H -0.0835 -0.3998 2.7693 0.0 0.3 0.0
H -1.4594 -0.6179 -3.2664 0.2 0.0 0.2
H 0.0978 2.4672 1.2452 -0.3 0.1 0.1
H -1.6703 -1.4424 1.1679 0.4 0.1 0.0
H -0.3456 -2.6440 0.6983 0.0 0.1 0.0
H 1.1987 -1.6277 2.3068 0.1 0.1 -0.2
```
Forces are in eV/Å.

LUMO	0.926	eV
E_HOMO	-8.17	eV
E	-404.36810	Eh
SMILES string	C=C(C)C(=C)ON.C=C
molar mass	127.19	Da


The following is a DFT calculation (ωB97M-V with the def2-TZVPD basis set) of a molecular structure, C47H54BrFeN4O3Se.

```
111
Properties=species:S:1:pos:R:3:forces:R:3
Br -4.4330 4.8838 5.1846 0.0 0.0 0.0
Se -1.4578 1.8635 0.0480 0.0 0.1 0.1
Fe 1.0027 1.4604 1.6699 -0.5 0.5 0.0
O 1.6395 1.6728 -0.2438 0.1 -0.1 0.0
O -0.1496 -0.2106 1.8629 0.2 0.0 0.0
O 0.5939 3.4487 2.1899 0.0 -0.1 0.0
N 2.9395 0.7625 2.4782 -0.1 -0.2 0.0
N 0.8135 1.3353 3.8846 0.1 -0.2 0.2
N 1.2481 -1.4084 -0.7168 0.0 0.1 0.1
N 2.2376 -1.4157 0.1734 0.2 -0.2 0.0
C -5.4103 -3.1309 -0.3031 0.0 0.0 0.0
C 1.3848 -0.4398 5.5327 0.0 -0.1 0.1
C 1.7960 1.8660 -2.6116 0.0 0.1 0.0
C -1.1420 -0.7226 1.2020 0.0 -0.2 0.0
C 1.2957 -2.4451 -1.5700 0.0 0.0 0.0
C 2.4037 -3.1871 -1.2221 0.0 0.0 0.0
C -1.1985 4.9063 2.5828 0.1 -0.1 0.0
C -0.2741 1.9257 -3.9391 0.1 0.0 0.0
C -0.9700 2.9069 3.9390 0.0 -0.2 0.0
C 3.3256 1.8780 -2.5594 0.0 0.0 0.0
C -0.4881 3.2522 -6.0541 0.0 0.0 0.0
C -1.5707 -2.0721 1.4403 0.0 0.1 0.0
C 3.8341 0.5568 -1.9685 0.0 0.0 0.0
C 2.9512 -2.4917 -0.1260 0.0 0.0 0.0
C 3.9597 2.0277 -3.9459 0.0 0.0 0.0
C -0.9166 1.9722 -5.3233 0.0 0.0 0.0
C 3.6581 -0.9819 3.9928 0.1 -0.1 0.1
C -0.4517 3.7151 2.8686 -0.1 0.2 0.1
C -3.2272 -1.8935 -0.3728 0.0 -0.1 0.1
C -1.8537 0.0047 0.2250 0.0 -0.1 0.1
C -2.4431 1.9543 -5.2456 0.0 0.0 0.0
C 3.3936 -1.7379 5.1632 0.0 0.0 -0.1
C -0.9816 -2.8662 2.6119 0.0 0.0 0.0
C -0.4686 0.7537 -6.1426 0.0 0.0 0.0
C -2.3434 5.2320 3.2499 -0.1 0.1 0.1
C -2.8665 -0.5718 -0.5378 0.0 0.1 -0.1
C -0.3653 1.8338 -1.5211 0.0 0.0 -0.2
C -1.5600 -4.2806 2.7063 -0.1 0.0 0.0
C -2.1559 3.2681 4.6094 0.0 0.0 0.0
C -4.9292 -1.6427 -2.2292 0.0 0.0 0.0
C 0.5415 -3.0070 2.4967 0.0 0.0 0.0
C 2.2824 -1.4667 5.9060 -0.1 0.1 0.0
C 4.0093 0.5705 1.7569 0.1 -0.1 0.0
C -1.3321 -2.1273 3.9129 0.0 0.0 0.0
C -0.9955 1.8959 -2.7628 0.0 0.0 0.0
C 1.0393 1.7948 -1.3935 0.1 0.0 0.1
C -0.2769 1.7448 4.4196 0.0 0.1 -0.1
C -2.5694 -2.6004 0.6458 0.0 0.0 -0.1
C -2.8342 4.4029 4.2740 0.1 0.0 -0.1
C 4.9912 -0.3932 2.0806 -0.1 0.1 0.0
C -3.6643 -3.7623 -1.9749 0.0 0.0 0.0
C 4.8048 -1.1699 3.1840 0.0 0.0 0.0
C 2.7512 0.0127 3.6005 0.0 0.1 0.0
C 3.8091 3.0612 -1.7078 0.0 0.0 0.0
C -4.2960 -2.5904 -1.2105 0.0 0.0 0.0
C 1.5894 0.2891 4.3923 0.0 0.1 -0.2
C 1.1214 1.9266 -3.8165 0.0 -0.1 0.0
H 0.5241 -0.2442 6.1592 0.0 0.0 0.0
H 4.9019 3.0480 -1.6390 0.0 0.0 0.0
H -5.4217 -0.7995 -1.7408 0.0 0.0 0.0
H 1.0288 -2.0368 2.4884 0.0 0.0 0.0
H -4.4129 -4.2765 -2.5852 0.0 0.0 0.0
H -2.8084 1.0567 -4.7423 0.0 0.0 0.0
H 2.0744 -2.0407 6.8002 0.0 0.0 0.0
H 5.8526 -0.5107 1.4376 0.0 0.0 0.0
H 3.8238 -2.7318 0.4616 0.0 0.0 0.0
H -5.6804 -2.1796 -2.8138 0.0 0.0 0.0
H 0.5611 -0.6693 -0.6777 0.0 0.0 0.0
H -0.7238 1.2374 5.2826 0.0 0.0 0.0
H 3.7013 1.1967 -4.6063 0.0 0.0 0.0
H -5.0356 -3.8982 0.3762 0.0 0.0 0.0
H 3.6650 2.9600 -4.4335 0.0 0.0 0.0
H 4.0809 -2.5238 5.4518 0.0 0.0 0.0
H 3.3870 3.0200 -0.7058 0.0 0.0 0.0
H -3.3654 0.0542 -1.2666 0.0 0.0 0.0
H -6.2107 -3.5744 -0.9025 0.0 0.0 0.0
H -0.8763 -1.1378 3.9151 0.0 0.0 0.0
H -2.8297 2.8228 -4.7088 0.0 0.0 0.0
H -2.5204 2.6277 5.4046 0.0 0.0 0.0
H 5.0470 2.0375 -3.8367 0.0 0.0 0.0
H -2.8691 -3.4060 -2.6331 0.0 0.0 0.0
H -0.8227 5.5328 1.7839 0.0 0.0 0.0
H 3.4973 -0.2900 -2.5731 0.0 0.0 0.0
H 0.5921 3.2797 -6.2063 0.0 0.0 0.0
H -2.8672 -3.6269 0.8152 0.0 0.0 0.0
H -2.8622 1.9688 -6.2548 0.0 0.0 0.0
H 4.9297 0.5498 -1.9563 0.0 0.0 0.0
H 0.6153 0.7337 -6.2661 0.0 0.0 0.0
H -0.9635 -2.6871 4.7788 0.0 0.0 0.0
H 3.4555 0.4073 -0.9626 0.0 0.0 0.0
H -2.6388 -4.2767 2.8808 0.0 0.0 0.0
H 0.8086 -3.5243 1.5716 0.0 0.0 0.0
H -0.9225 0.7697 -7.1380 0.0 0.0 0.0
H -2.0774 1.9236 -2.7741 0.0 0.0 0.0
H 5.5245 -1.9333 3.4583 0.0 0.0 0.0
H 2.7568 -4.0917 -1.6863 0.0 0.0 0.0
H -1.3602 -4.8603 1.8018 0.0 0.0 0.0
H -1.0902 -4.8002 3.5448 0.0 0.0 0.0
H -3.2275 -4.4905 -1.2894 0.0 0.0 0.0
H -5.8354 -2.3285 0.3027 0.0 0.0 0.0
H 0.9194 -3.5960 3.3396 0.0 0.0 0.0
H -2.4149 -2.0131 4.0089 0.0 0.0 0.0
H 0.5521 -2.5673 -2.3394 0.0 0.0 0.0
H 4.1042 1.1819 0.8680 0.0 0.0 0.0
H -2.8876 6.1318 2.9903 0.0 0.0 0.0
H -4.1863 -1.2439 -2.9230 0.0 0.0 0.0
H 1.7041 1.9697 -4.7271 0.0 0.0 0.0
H -0.7650 4.1348 -5.4744 0.0 0.0 0.0
H -0.7641 -0.1717 -5.6438 0.0 0.0 0.0
H -0.9692 3.3164 -7.0347 0.0 0.0 0.0
H 3.5103 4.0070 -2.1664 0.0 0.0 0.0
```
Forces are in eV/Å.

spin multiplicity	5
LUMO (alpha / beta)	1.874 / 1.823	eV
E_HOMO (alpha / beta)	-4.58 / -4.37	eV
expectation value of S²	6.0101
E	-8507.48040	Eh
total charge	-1
molar mass	937.68	Da


The following is a DFT calculation (ωB97M-V with the def2-TZVPD basis set) of 2 unconnected molecules or ions with the total composition C7H14.

```
21
Properties=species:S:1:pos:R:3:forces:R:3
C 1.5778 0.3383 -1.2194 -0.2 0.0 -0.2
C 0.7042 -1.0602 1.5757 0.2 0.0 0.2
C 2.3333 -0.4529 -0.1423 -0.1 -0.1 -0.1
C -2.6162 -0.7577 -0.6960 0.0 0.1 0.1
C -1.9174 -0.0258 0.1649 -0.2 -0.1 -0.1
C 1.6110 -0.1975 1.1433 -0.1 -0.2 0.1
C -1.6976 1.4497 0.0254 0.0 0.1 0.0
H -2.3397 1.9962 0.7243 0.1 0.0 -0.1
H -3.1460 -0.2802 -1.5172 0.2 -0.1 -0.1
H -1.4797 -0.4960 1.0405 -0.1 0.0 -0.2
H 3.3949 -0.1865 -0.0158 -0.3 0.2 -0.4
H 1.6513 1.4001 -0.9316 -0.5 -0.2 -0.3
H 0.5088 -0.0236 -1.2926 1.1 0.6 0.3
H 0.4905 -1.9305 0.9556 0.1 -0.1 0.4
H 2.3137 -1.5254 -0.3637 0.0 0.1 0.0
H 1.7733 0.7693 1.6261 0.1 -0.3 0.1
H -1.9237 1.7785 -0.9940 0.0 0.0 0.2
H 2.0004 0.2457 -2.2211 0.2 -0.1 0.0
H -0.6571 1.7220 0.2420 -0.2 -0.1 0.0
H -2.7200 -1.8343 -0.5938 -0.1 0.2 0.1
H 0.1382 -0.9290 2.4896 0.0 0.1 -0.1
```
Forces are in eV/Å.

LUMO	1.141	eV
E_HOMO	-9.38	eV
E	-275.04664	Eh
SMILES string	C=CCC.C=CC
molar mass	98.19	Da


The following is a DFT calculation (ωB97M-V with the def2-TZVPD basis set) of 2 unconnected molecules or ions with the total composition C3H10N2O2S.

```
18
Properties=species:S:1:pos:R:3:forces:R:3
S 1.1829 -0.5982 -2.8352 -1.1 -0.6 0.0
O -3.3943 0.6288 0.5897 0.2 0.1 -0.2
O -1.4383 1.4086 -0.3199 -0.6 -0.7 0.7
N -1.4396 -0.3825 1.1178 0.7 -1.3 1.6
N 0.9950 0.5337 1.1080 1.4 0.5 -0.1
C -2.1954 0.7000 0.3670 -0.4 2.0 -0.9
C 0.8822 -0.6663 -1.0204 0.3 -1.4 0.4
C 1.6351 0.4322 -0.2595 -0.6 0.4 -0.2
H -1.8598 -0.5175 2.0466 0.0 0.2 -0.4
H 0.1308 -1.4217 -3.2777 1.1 0.9 0.7
H 1.1489 -1.7224 -0.6647 -0.3 1.5 -0.3
H 0.6000 1.4705 1.2849 0.4 -0.5 -0.4
H -0.1462 -0.4348 -0.7287 0.2 -0.3 -1.1
H -1.7090 -1.1914 0.5841 0.2 -0.8 0.0
H 1.4787 1.3683 -0.8315 0.1 -0.4 0.5
H 1.7448 0.3810 1.7821 -0.4 0.1 0.1
H -0.3235 -0.2431 1.1995 -1.1 0.2 -0.3
H 2.7076 0.2550 -0.1422 -0.2 0.0 -0.1
```
Forces are in eV/Å.

LUMO	0.383	eV
E_HOMO	-9.22	eV
E	-778.46688	Eh
SMILES string	[NH3+]C(=O)[O-].NCCS
molar mass	138.19	Da


The following is a DFT calculation (ωB97M-V with the def2-TZVPD basis set) of a single C3H6S2 molecule.

```
11
Properties=species:S:1:pos:R:3:forces:R:3
S -1.4388 0.4802 0.8850 0.7 1.3 -0.3
S -1.7856 -1.3686 1.5210 0.5 -1.3 1.1
C 1.1650 -0.4222 -0.0747 -3.0 -3.3 3.7
C -0.2842 1.2540 -1.4851 0.1 -2.7 5.9
C -0.0568 0.4405 -0.2548 -0.1 2.6 -5.9
H -1.1977 1.8317 -1.3197 0.2 0.0 -1.0
H 0.4113 1.4180 -2.3035 0.0 -0.1 0.4
H -1.0793 -1.4344 2.7304 -0.5 0.3 -1.1
H 1.1249 -0.6910 1.1129 0.4 0.4 -2.7
H 2.1200 -0.0504 -0.2430 1.4 1.1 -0.7
H 1.0212 -1.4579 -0.5684 0.3 1.7 0.6
```
Forces are in eV/Å.

LUMO	0.526	eV
E_HOMO	-8.47	eV
E	-914.20846	Eh
SMILES string	C=C(C)SS
molar mass	106.21	Da


The following is a DFT calculation (ωB97M-V with the def2-TZVPD basis set) of a molecular structure, C36H39AsI2N3O3RuSSi2.

```
88
Properties=species:S:1:pos:R:3:forces:R:3
I -1.4778 7.3936 3.0858 -0.1 -0.4 -0.2
I -5.2474 3.4712 0.5935 0.3 0.1 0.1
Ru -0.6161 0.5772 0.5092 -1.2 -0.2 -0.1
As 0.1427 1.2539 -1.6381 0.1 0.0 -1.0
S 1.8814 -0.7477 1.1642 1.1 -1.2 0.2
Si 2.0686 1.0892 -3.0133 0.7 0.3 -0.1
Si -1.6161 1.3186 -3.2558 -0.3 0.1 -0.7
O 1.2005 -0.3500 2.4237 -0.2 0.3 0.2
O -1.3971 -1.0618 -0.3728 0.2 0.3 -0.1
O -2.5314 1.9113 0.4211 0.4 0.3 0.2
N -2.8505 -1.0930 3.6862 0.0 0.0 -0.1
N -1.6077 -0.0051 2.2708 0.0 -0.3 -0.1
N -0.0108 2.3843 1.3136 -0.2 0.2 0.2
C -2.8182 -1.9854 1.3684 0.0 -0.1 -0.4
C 4.6287 -2.6637 3.4830 0.0 0.0 -0.1
C -2.7423 -2.8840 -0.8794 0.1 0.1 0.0
C -1.9159 -0.4322 -3.9238 0.2 0.2 0.3
C 3.6216 0.9323 -1.9410 -0.4 -0.1 0.0
C 5.7104 -2.8133 2.6256 0.1 0.0 0.0
C -0.9759 3.3418 1.4689 0.2 -0.1 0.0
C 0.6024 4.8250 2.5515 -0.2 0.2 0.0
C -3.3137 4.0122 1.1692 -0.7 0.2 -0.1
C 1.9956 -0.3967 -4.1949 -0.3 0.3 0.3
C 1.2169 -2.3527 0.6860 -0.2 0.0 -0.1
C -2.2766 3.0208 0.9850 0.0 -0.3 -0.1
C -0.6975 4.5949 2.0867 0.3 0.0 0.1
C -1.7725 5.5172 2.1889 0.2 0.3 0.2
C -2.4212 -1.0401 2.3964 0.1 0.2 0.2
C -3.0661 5.2276 1.7317 -0.3 -0.1 -0.1
C -3.6505 -3.8572 -0.5456 0.0 0.0 0.0
C 1.5943 3.8383 2.3379 0.0 -0.3 -0.1
C -1.5232 0.6207 3.4852 0.0 0.0 0.3
C 1.4053 -2.8077 -0.6082 0.0 0.1 0.0
C -1.1095 2.4035 -4.7339 0.1 -0.2 0.4
C -3.2129 2.0898 -2.6157 0.3 -0.3 0.3
C 3.4214 -1.5443 1.7487 0.1 0.2 -0.2
C -4.1637 -3.9169 0.7488 -0.1 -0.1 0.1
C -3.7497 -2.9869 1.6748 0.0 0.1 0.0
C -2.2930 -0.0483 4.3798 0.1 0.2 0.0
C 3.4821 -2.0180 3.0481 -0.1 0.1 0.1
C 0.5842 -3.1303 1.6393 -0.1 0.1 0.1
C -2.2884 -1.9203 0.0507 -0.2 -0.3 0.3
C 5.6517 -2.3157 1.3322 0.0 -0.1 0.0
C 0.1516 -4.4013 1.2944 0.0 0.0 0.0
C 0.9634 -4.0754 -0.9494 0.0 -0.1 0.0
C 2.3164 2.7228 -3.9429 -0.3 -0.3 0.1
C 4.4974 -1.6880 0.8886 0.0 0.0 0.0
C 0.3503 -4.8753 0.0065 0.0 0.0 -0.1
C 1.2657 2.6679 1.7342 0.2 0.3 0.1
H -0.3492 -5.0186 2.0288 0.0 0.0 0.0
H 3.1902 2.6919 -4.5959 0.1 -0.1 0.0
H 2.0064 1.9010 1.5657 0.0 0.0 0.0
H -2.9086 -0.5163 -4.3682 0.0 0.1 0.0
H 4.4364 -1.3184 -0.1239 0.0 0.0 -0.1
H -4.8880 -4.6722 1.0219 0.0 0.0 0.0
H -0.9066 1.4893 3.6348 0.0 0.0 0.0
H 2.6124 4.0194 2.6517 0.0 -0.1 0.0
H 0.0167 -5.8708 -0.2556 0.0 0.0 0.0
H 6.5024 -2.4175 0.6714 0.0 0.0 0.0
H 6.6013 -3.3256 2.9645 0.0 0.0 0.0
H -2.4820 0.1259 5.4231 0.0 0.0 0.0
H -2.3326 -2.8270 -1.8786 0.0 0.0 0.0
H 3.6772 -0.0483 -1.4760 0.0 -0.1 0.1
H -1.8396 -1.1536 -3.1113 0.0 0.0 0.0
H -0.7259 3.3659 -4.3922 0.0 0.0 0.0
H -4.0173 1.9754 -3.3452 0.1 0.0 -0.1
H -3.5362 1.6327 -1.6819 0.0 0.0 0.0
H -1.1790 -0.6895 -4.6861 0.0 0.0 0.0
H 1.0920 -4.4425 -1.9597 0.0 0.0 0.0
H -3.0733 3.1569 -2.4318 0.0 0.0 0.0
H 4.5268 1.0721 -2.5346 0.0 0.0 -0.1
H 2.9749 -0.6180 -4.6216 0.1 0.1 0.0
H 1.6460 -1.2878 -3.6703 0.0 0.0 0.0
H 1.4515 2.9876 -4.5470 0.0 0.0 0.0
H 0.8529 5.7443 3.0576 0.0 0.0 0.0
H 2.4657 3.5217 -3.2141 0.0 0.0 0.0
H 0.4400 -2.7333 2.6369 0.0 0.0 0.0
H 1.9001 -2.1733 -1.3357 -0.1 0.0 -0.1
H 1.3022 -0.2096 -5.0164 0.0 0.0 0.0
H -0.3502 1.9226 -5.3521 0.0 0.0 0.0
H -3.4734 -1.7775 4.0710 0.0 0.0 0.0
H -3.8564 5.9563 1.8373 0.0 0.0 0.0
H -4.1759 -3.0374 2.6700 0.0 0.0 0.0
H 4.6860 -3.0557 4.4899 0.0 0.0 0.0
H -1.9797 2.5982 -5.3630 -0.1 -0.1 0.0
H 2.6343 -1.8731 3.7059 0.0 0.0 0.0
H 3.6214 1.6794 -1.1449 0.0 0.0 0.0
H -3.9695 -4.5775 -1.2886 0.0 0.0 0.0
```
Forces are in eV/Å.

spin multiplicity	6
LUMO (alpha / beta)	0.471 / -1.749	eV
E_HOMO (alpha / beta)	-5.22 / -7.40	eV
expectation value of S²	8.8084
E	-5688.43640	Eh
molar mass	1079.77	Da